Entry 1:
The following is a quantum chemistry calculation of 5 unconnected molecules or ions with the total composition C4H18O4 at a distorted geometry, from OMol25.

```
26
C4H18O4, DFT wB97M-V/def2-TZVPD
O -0.775 3.152 4.695
O 3.268 -0.333 3.912
O -5.246 1.379 2.654
O 0.831 0.070 1.963
C 0.238 -1.608 -2.304
C 0.484 -3.089 -2.573
C 0.507 0.766 -3.191
C 0.710 -0.781 -3.500
H 0.040 -0.247 1.514
H -0.287 -3.716 -2.168
H 0.810 -1.281 -1.470
H -5.896 2.081 2.685
H -0.112 0.954 -2.285
H 1.455 1.102 -2.778
H 3.446 0.601 4.099
H 0.439 0.674 2.606
H -1.266 3.532 5.439
H 2.945 -0.207 3.000
H 1.763 -0.913 -3.701
H -4.476 1.494 3.213
H -0.288 3.966 4.500
H 0.506 -3.363 -3.628
H 0.179 -0.814 -4.505
H 0.111 1.312 -4.022
H 1.454 -3.298 -2.101
H -0.841 -1.432 -2.054
```

Summary:
Maximum force, eV/Å: 3.349
Kohn-Sham gap, eV: 10.96
Energy relative to the best compared isomer or geometry (same formula, charge and spin), eV: 1.349
Net charge: 0
SMILES string: CCCC.O.O.O.O

Which charges does natural (NBO) predict for the atoms? In e, they are: number 1, O, carries -0.93; number 2, O, carries -0.93; number 3, O, carries -0.96; number 4, O, carries -0.95; number 5, C, carries -0.40; number 6, C, carries -0.61; number 7, C, carries -0.62; number 8, C, carries -0.39; number 9, H, carries 0.47; number 10, H, carries 0.21; number 11, H, carries 0.20; number 12, H, carries 0.48; number 13, H, carries 0.20; number 14, H, carries 0.20; number 15, H, carries 0.46; number 16, H, carries 0.48; number 17, H, carries 0.46; number 18, H, carries 0.48; number 19, H, carries 0.20; number 20, H, carries 0.48; number 21, H, carries 0.46; number 22, H, carries 0.21; number 23, H, carries 0.20; number 24, H, carries 0.21; number 25, H, carries 0.21; number 26, H, carries 0.20

Entry 2:
The following is a quantum chemistry calculation of a molecular structure, C4H19CrNO9S at a distorted geometry, from OMol25.

```
35
C4H19CrNO9S, DFT wB97M-V/def2-TZVPD
Cr -13.892 31.267 6.557
S -13.715 31.336 3.169
O -13.648 31.343 4.625
O -16.047 31.104 6.275
O -14.280 30.849 8.651
O -14.911 31.996 2.674
O -13.737 30.050 2.589
O -15.567 35.833 9.450
O -13.752 29.082 6.438
O -12.507 32.024 2.669
O -11.859 31.502 7.019
N -14.409 33.375 6.851
C -15.536 35.250 8.149
C -14.627 33.985 8.165
C -13.273 34.266 8.821
C -16.470 36.921 9.573
H -17.471 36.808 9.156
H -11.320 30.766 7.309
H -12.840 35.144 8.343
H -15.283 33.452 6.349
H -12.590 33.417 8.824
H -13.379 34.500 9.880
H -13.955 28.415 7.094
H -16.517 30.836 5.485
H -15.113 33.263 8.821
H -13.881 28.639 5.599
H -15.190 36.049 7.493
H -14.993 30.454 9.153
H -16.401 31.968 6.483
H -16.519 35.006 7.744
H -16.044 37.746 9.003
H -13.871 34.051 6.328
H -16.614 37.204 10.616
H -13.676 31.184 9.314
H -11.236 32.215 6.881
```

Summary:
<S²>: 6.0060
Maximum force, eV/Å: 7.670
Kohn-Sham gap (spin up / spin down), eV: 4.46 / 4.45
Net charge: 0
Spin multiplicity: 5

Which charges does natural (NBO) predict for the atoms? In e, they are: number 1, Cr, carries 1.25; number 2, S, carries 2.63; number 3, O, carries -1.09; number 4, O, carries -0.93; number 5, O, carries -0.91; number 6, O, carries -1.09; number 7, O, carries -1.08; number 8, O, carries -0.54; number 9, O, carries -0.94; number 10, O, carries -1.09; number 11, O, carries -0.94; number 12, N, carries -0.83; number 13, C, carries -0.07; number 14, C, carries -0.06; number 15, C, carries -0.63; number 16, C, carries -0.25; number 17, H, carries 0.17; number 18, H, carries 0.50; number 19, H, carries 0.22; number 20, H, carries 0.37; number 21, H, carries 0.20; number 22, H, carries 0.24; number 23, H, carries 0.49; number 24, H, carries 0.53; number 25, H, carries 0.18; number 26, H, carries 0.53; number 27, H, carries 0.17; number 28, H, carries 0.51; number 29, H, carries 0.48; number 30, H, carries 0.17; number 31, H, carries 0.17; number 32, H, carries 0.40; number 33, H, carries 0.20; number 34, H, carries 0.51; number 35, H, carries 0.52

Entry 3:
The following is a quantum chemistry calculation of a molecular structure, C4H19FeN4O6 at a distorted geometry, from OMol25.

```
34
C4H19FeN4O6, DFT wB97M-V/def2-TZVPD
Fe 0.853 0.031 0.641
O 3.095 0.235 0.264
O -1.003 0.035 1.206
O 0.839 1.646 -0.763
O 1.241 1.726 2.053
O 0.938 -1.471 -0.745
O 1.509 -1.264 2.166
N -0.295 -3.044 -1.802
N 1.220 -1.722 -2.988
N 0.262 3.124 -2.393
N -1.185 2.616 -0.640
C -2.977 -0.745 2.327
C 0.627 -2.047 -1.801
C 0.024 2.460 -1.216
C -2.256 -0.527 1.007
H 3.285 -0.673 -0.008
H -2.567 -1.634 2.813
H -2.188 -1.478 0.444
H -1.470 2.038 0.139
H 1.846 -0.811 2.946
H 0.585 1.877 2.746
H 3.919 0.718 0.145
H 0.884 -2.197 -3.806
H 1.077 2.790 -2.870
H -4.051 -0.928 2.236
H 1.851 -0.945 -2.998
H -0.686 -3.402 -2.653
H -2.868 0.106 0.333
H -0.482 3.641 -2.820
H 2.094 1.948 2.443
H 1.196 -2.121 2.475
H -2.867 0.128 2.970
H -1.889 3.258 -0.958
H -0.563 -3.371 -0.893
```

Summary:
<S²>: 6.0073
Maximum force, eV/Å: 1.776
Kohn-Sham gap (spin up / spin down), eV: 8.45 / 7.99
Energy relative to the best compared isomer or geometry (same formula, charge and spin), eV: 0.000
Net charge: +1
Spin multiplicity: 5

Which charges does natural (NBO) predict for the atoms? In e, they are: number 1, Fe, carries 1.56; number 2, O, carries -0.97; number 3, O, carries -1.00; number 4, O, carries -0.76; number 5, O, carries -0.96; number 6, O, carries -0.78; number 7, O, carries -0.96; number 8, N, carries -0.81; number 9, N, carries -0.82; number 10, N, carries -0.83; number 11, N, carries -0.83; number 12, C, carries -0.63; number 13, C, carries 0.81; number 14, C, carries 0.81; number 15, C, carries -0.03; number 16, H, carries 0.50; number 17, H, carries 0.20; number 18, H, carries 0.13; number 19, H, carries 0.44; number 20, H, carries 0.50; number 21, H, carries 0.51; number 22, H, carries 0.51; number 23, H, carries 0.40; number 24, H, carries 0.41; number 25, H, carries 0.21; number 26, H, carries 0.42; number 27, H, carries 0.41; number 28, H, carries 0.13; number 29, H, carries 0.40; number 30, H, carries 0.49; number 31, H, carries 0.51; number 32, H, carries 0.21; number 33, H, carries 0.40; number 34, H, carries 0.42

Entry 4:
The following is a quantum chemistry calculation of 5 unconnected molecules or ions with the total composition C4H19N3O5 at a distorted geometry, from OMol25.

```
31
C4H19N3O5, DFT wB97M-V/def2-TZVPD
O -2.177 2.274 0.835
O 0.741 -3.790 0.574
O -1.679 1.496 -1.839
O 0.240 3.008 -0.473
O -1.152 -3.360 -1.347
N -1.627 -1.256 -2.091
N 1.374 0.905 1.143
N 0.472 -1.845 -1.161
C 0.943 -0.541 -0.785
C -0.865 -2.182 -1.534
C 1.091 1.221 2.558
C 0.773 -0.352 0.752
H -1.493 1.619 1.036
H -1.682 3.078 0.610
H 0.973 -2.642 -0.709
H -2.332 1.627 -1.129
H 0.022 1.384 2.681
H -0.939 2.078 -1.576
H 0.395 0.225 -1.328
H 1.069 -4.694 0.632
H 0.751 2.342 0.037
H -2.565 -1.547 -2.342
H -1.452 -0.243 -2.014
H 1.427 0.433 3.235
H 1.999 -0.520 -1.064
H -0.078 -3.804 0.048
H 1.201 -1.224 1.263
H -0.293 -0.370 0.979
H 1.610 2.142 2.807
H 2.376 0.872 0.999
H 0.877 3.667 -0.798
```

Summary:
<S²>: 0.7583
Maximum force, eV/Å: 1.364
Kohn-Sham gap (spin up / spin down), eV: 11.23 / 5.80
Energy relative to the best compared isomer or geometry (same formula, charge and spin), eV: 0.000
Net charge: +1
Spin multiplicity: 2

Which charges does natural (NBO) predict for the atoms? In e, they are: number 1, O, carries -0.94; number 2, O, carries -0.97; number 3, O, carries -0.99; number 4, O, carries -1.01; number 5, O, carries -0.55; number 6, N, carries -0.77; number 7, N, carries -0.65; number 8, N, carries -0.18; number 9, C, carries -0.29; number 10, C, carries 0.72; number 11, C, carries -0.42; number 12, C, carries -0.21; number 13, H, carries 0.45; number 14, H, carries 0.50; number 15, H, carries 0.46; number 16, H, carries 0.51; number 17, H, carries 0.20; number 18, H, carries 0.51; number 19, H, carries 0.25; number 20, H, carries 0.51; number 21, H, carries 0.50; number 22, H, carries 0.44; number 23, H, carries 0.45; number 24, H, carries 0.20; number 25, H, carries 0.26; number 26, H, carries 0.49; number 27, H, carries 0.21; number 28, H, carries 0.21; number 29, H, carries 0.23; number 30, H, carries 0.38; number 31, H, carries 0.50

Entry 5:
The following is a quantum chemistry calculation of 7 unconnected molecules or ions with the total composition C4H19NO6 at a distorted geometry, from OMol25.

```
30
C4H19NO6, DFT wB97M-V/def2-TZVPD
O -3.318 0.852 0.917
O -1.074 1.576 -2.751
O -0.564 -2.714 -0.307
O 2.162 -2.162 -0.382
O 0.371 -1.866 -3.100
O -1.795 -0.395 -0.993
N 1.505 0.209 1.602
C 0.846 2.162 0.290
C 2.456 0.099 2.421
C 0.219 1.884 2.698
C 0.817 1.456 1.598
H 1.712 -1.417 0.037
H -1.345 0.887 -2.106
H -1.862 2.134 -2.753
H -4.129 0.939 0.405
H -3.271 1.637 1.476
H -0.558 2.617 2.829
H -0.224 -2.243 0.465
H 0.186 -3.332 -0.375
H 3.011 0.931 2.867
H -2.369 -0.172 -0.245
H -0.029 -1.099 -2.661
H -1.600 -1.344 -0.935
H -0.301 -2.536 -2.912
H 2.489 -1.987 -1.269
H 0.492 3.191 0.373
H 0.193 1.323 3.633
H 3.033 -0.826 2.507
H 0.201 1.618 -0.417
H 1.810 2.186 -0.218
```

Summary:
Maximum force, eV/Å: 1.979
Kohn-Sham gap, eV: 9.60
Energy relative to the best compared isomer or geometry (same formula, charge and spin), eV: 2.284
Net charge: 0
SMILES string: C=NC(=C)C.O.O.O.O.O.O

Which charges does natural (NBO) predict for the atoms? In e, they are: number 1, O, carries -0.95; number 2, O, carries -0.97; number 3, O, carries -0.97; number 4, O, carries -0.99; number 5, O, carries -0.94; number 6, O, carries -1.01; number 7, N, carries -0.44; number 8, C, carries -0.66; number 9, C, carries -0.02; number 10, C, carries -0.47; number 11, C, carries 0.16; number 12, H, carries 0.49; number 13, H, carries 0.49; number 14, H, carries 0.46; number 15, H, carries 0.48; number 16, H, carries 0.49; number 17, H, carries 0.20; number 18, H, carries 0.48; number 19, H, carries 0.50; number 20, H, carries 0.16; number 21, H, carries 0.50; number 22, H, carries 0.48; number 23, H, carries 0.51; number 24, H, carries 0.47; number 25, H, carries 0.49; number 26, H, carries 0.22; number 27, H, carries 0.20; number 28, H, carries 0.18; number 29, H, carries 0.25; number 30, H, carries 0.23

Entry 6:
The following is a quantum chemistry calculation of 6 unconnected molecules or ions with the total composition C4H19NO6S at a distorted geometry, from OMol25.

```
31
C4H19NO6S, DFT wB97M-V/def2-TZVPD
S -0.491 3.947 -1.340
O 1.761 -1.341 2.207
O 1.106 -3.078 0.195
O -0.372 1.534 3.209
O -1.328 -3.952 0.763
O -0.691 -1.974 -0.959
O -2.274 1.906 0.648
N -0.199 0.118 -0.246
C 1.500 0.727 -2.091
C 0.589 2.568 -0.555
C 0.217 1.209 -1.255
C -1.255 -0.793 -0.713
H 1.761 -2.610 -0.313
H -1.602 -3.281 0.241
H 0.099 -2.286 -0.351
H 1.646 1.231 -3.050
H 0.537 -0.317 0.206
H -1.242 1.542 3.227
H -0.465 -4.109 0.583
H 1.392 -0.479 1.959
H 1.422 -2.053 1.616
H 0.584 2.714 0.543
H -1.853 -0.840 0.241
H -1.881 2.740 0.319
H 1.627 2.762 -0.794
H -0.689 1.252 -1.843
H -1.665 1.195 0.597
H 1.390 -0.351 -1.990
H 2.286 1.016 -1.561
H -0.250 1.471 2.160
H -1.659 -0.469 -1.652
```

Summary:
Maximum force, eV/Å: 7.777
Kohn-Sham gap, eV: 6.38
Energy relative to the best compared isomer or geometry (same formula, charge and spin), eV: 0.534
Net charge: -2

Which charges does natural (NBO) predict for the atoms? In e, they are: number 1, S, carries -0.77; number 2, O, carries -1.01; number 3, O, carries -1.22; number 4, O, carries -0.95; number 5, O, carries -0.98; number 6, O, carries -0.82; number 7, O, carries -1.02; number 8, N, carries -0.72; number 9, C, carries -0.65; number 10, C, carries -0.52; number 11, C, carries -0.04; number 12, C, carries 0.11; number 13, H, carries 0.43; number 14, H, carries 0.47; number 15, H, carries 0.49; number 16, H, carries 0.20; number 17, H, carries 0.36; number 18, H, carries 0.45; number 19, H, carries 0.49; number 20, H, carries 0.46; number 21, H, carries 0.52; number 22, H, carries 0.19; number 23, H, carries 0.12; number 24, H, carries 0.50; number 25, H, carries 0.17; number 26, H, carries 0.21; number 27, H, carries 0.48; number 28, H, carries 0.22; number 29, H, carries 0.18; number 30, H, carries 0.48; number 31, H, carries 0.16

| no. | E_tot (Eh) |
| --- | --- |
| 1 | -464.107990 |
| 2 | -2338.323992 |
| 3 | -2097.906055 |
| 4 | -704.004521 |
| 5 | -669.944822 |
| 6 | -1068.111547 |